1.
24
Properties=species:S:1:pos:R:3:mulliken_charge:R:1 method="wB97M-V/def2-TZVPD" charge=+1 homo_energy_ev=-12.95 homo_lumo_gap_ev=8.89 spin_multiplicity=1 energy_ev=-25100.914 de_lowest_kj_mol=529.3
C -1.547 0.032 0.520 -1.1197
C -0.642 -2.494 2.825 -0.8954
C -0.301 -0.259 0.159 0.6956
C 0.305 -1.750 2.280 0.2675
C -0.185 1.622 -1.666 -1.5608
C 0.529 0.600 -0.785 0.8541
N 0.330 -1.544 0.624 -0.3636
N 1.414 -1.098 3.015 1.0370
N 1.110 -0.626 -1.766 -0.4417
O 1.454 -1.168 4.195 -0.5470
O 2.164 -0.571 2.227 -0.6502
O 1.630 1.139 -0.250 -0.4806
I -0.382 -3.084 -0.422 0.2219
H -2.012 -0.609 1.271 0.2724
H -2.025 0.930 0.211 0.3213
H -0.493 -2.423 3.934 0.2880
H -1.438 -2.936 2.378 0.3942
H 0.505 2.091 -2.430 0.3804
H -0.572 2.467 -1.070 0.3981
H -0.982 1.124 -2.225 0.4443
H 0.321 -1.152 -2.276 0.3204
H 1.575 -0.198 -2.601 0.3792
H 1.810 -1.257 -1.244 0.3646
H 1.973 0.596 0.485 0.4202

=====

2.
85
Properties=species:S:1:pos:R:3:mulliken_charge:R:1 method="wB97M-V/def2-TZVPD" charge=+1 homo_energy_ev=-11.06 homo_lumo_gap_ev=6.14 spin_multiplicity=1 energy_ev=-54581.428 de_lowest_kj_mol=38.1
C 1.290 3.221 -1.061 -0.7232
Si 0.151 3.685 0.339 1.0524
C 0.986 4.876 1.487 -1.2876
C -1.461 4.395 -0.301 -0.7296
O -0.208 2.194 1.034 -0.9025
C -0.460 1.711 2.341 3.4567
C 0.863 1.537 3.113 -0.5701
C 2.102 1.445 2.472 -0.0204
C 3.266 1.401 3.247 -0.8709
C 3.189 1.405 4.640 -0.7250
C 1.944 1.342 5.275 -1.0080
C 0.780 1.396 4.509 -0.3125
C -1.444 2.681 3.016 0.1971
C -0.965 3.695 3.849 -0.4527
C -1.835 4.669 4.343 -0.9561
C -3.161 4.704 3.909 -0.6008
C -3.649 3.678 3.089 -0.9321
C -2.803 2.644 2.669 -0.3873
C -1.123 0.320 2.284 -1.4528
C -0.313 -0.958 2.581 -0.5756
C -1.166 -2.070 1.939 -0.7972
C -2.167 -1.361 1.000 -0.7429
N -1.684 0.015 1.010 0.7402
H 1.465 4.082 -1.722 0.4483
H 2.261 2.899 -0.660 0.2984
H 0.884 2.400 -1.666 0.0002
H 1.504 5.637 0.887 0.5069
H 0.282 5.400 2.142 0.2967
H 1.736 4.387 2.117 0.3178
H -1.259 5.305 -0.892 0.4271
H -1.985 3.678 -0.951 -0.0385
H -2.136 4.669 0.523 0.2375
H 2.163 1.406 1.379 0.2481
H 4.233 1.351 2.748 0.4287
H 4.100 1.439 5.240 0.4228
H 1.862 1.245 6.357 0.4395
H -0.202 1.341 4.988 0.5065
H 0.097 3.744 4.108 0.5206
H -1.469 5.401 5.061 0.3988
H -3.814 5.525 4.216 0.4073
H -4.693 3.670 2.777 0.4262
H -3.206 1.821 2.075 0.1773
H -1.913 0.297 3.067 0.3409
H 0.682 -0.866 2.124 -0.0114
H -0.165 -1.092 3.662 0.6731
H -0.585 -2.819 1.389 0.2943
H -1.721 -2.611 2.716 0.3675
H -2.167 -1.761 -0.023 0.3412
H -3.199 -1.436 1.410 0.4805
H -2.313 0.715 0.625 -0.0850
C 1.727 -7.861 -5.872 -0.5372
C 1.835 -6.477 -6.047 -0.5054
C 2.041 -5.632 -4.945 -0.3794
C 2.083 -6.203 -3.670 0.4633
O 2.271 -5.465 -2.491 -0.3977
C 1.582 -4.301 -2.226 0.6911
C 1.821 -3.781 -0.941 -1.2347
C 1.128 -2.671 -0.507 -0.3046
C 0.230 -1.969 -1.371 1.5884
C -0.312 -0.691 -0.975 0.3974
C -0.837 0.216 -1.977 0.5369
C -2.088 0.894 -1.899 -0.0356
C -2.431 1.880 -2.830 -0.8304
C -1.612 2.134 -3.940 -0.5695
C -0.398 1.447 -4.065 -0.6830
C -0.038 0.491 -3.130 -0.5971
C -0.022 -2.561 -2.654 -0.4343
C 0.618 -3.725 -3.070 -0.9488
C 2.013 -7.583 -3.480 -0.5558
C 1.796 -8.411 -4.584 -0.4007
H 1.610 -8.513 -6.741 0.3735
H 1.771 -6.029 -7.042 0.3658
H 2.128 -4.553 -5.073 0.6207
H 2.546 -4.292 -0.307 0.4961
H 1.339 -2.277 0.495 0.3867
H 0.104 -0.249 -0.054 -1.0140
H -2.827 0.588 -1.152 0.4809
H -3.357 2.449 -2.704 0.4489
H -1.898 2.847 -4.715 0.4186
H 0.269 1.648 -4.908 0.4044
H 0.879 -0.086 -3.290 0.4543
H -0.693 -2.094 -3.380 0.5044
H 0.374 -4.164 -4.042 0.7458
H 2.084 -7.970 -2.465 0.4081
H 1.694 -9.488 -4.425 0.3727

=====

Which value of charge does entry 2 give? +1

=====

Look up the charge of the first one. +1